Computed, not measured: a 2-piece molecular cluster, C3H11NOS2 overall in a non-equilibrium geometry, with ωB97M-V/def2-TZVPD.

Summary:
E_LUMO in eV: 0.6
M in g/mol: 141.26
Structure (SMILES): CSSCCN.O
DFT total energy in hartree: -1047.255352
Energy relative to the best compared isomer or geometry (same formula, charge and spin) in kJ/mol: 31.53
Spin multiplicity: 1

CARTESIAN COORDINATES (ANGSTROEM)
1 S -1.517 -1.102 -0.009
2 S -0.302 -0.398 -1.568
3 O 1.444 -2.933 0.913
4 N 2.244 0.669 0.058
5 C 0.140 1.270 -1.014
6 C -2.788 0.140 0.016
7 C 0.946 1.370 0.249
8 H 2.661 0.452 0.959
9 H 2.041 -0.278 -0.268
10 H -0.824 1.763 -0.886
11 H 1.215 2.418 0.373
12 H 1.921 -3.533 0.311
13 H -3.383 -0.017 0.935
14 H -3.464 0.037 -0.840
15 H 0.686 1.689 -1.855
16 H -2.489 1.173 0.113
17 H 0.473 0.918 1.124
18 H 0.996 -3.636 1.390

Atomic partial charges in e from the Mulliken method, atoms 1 to 5: S -0.046; S -0.099; O -0.591; N -0.679; C -0.777

=====

Computed, not measured: a 2-piece molecular cluster, C3H11NOS2 overall, with ωB97M-V/def2-TZVPD.

Summary:
E_LUMO in eV: 0.3
M in g/mol: 141.26
Structure (SMILES): CNCCSS.O
DFT total energy in hartree: -1047.239996
Energy relative to the best compared isomer or geometry (same formula, charge and spin) in kJ/mol: 71.84
Spin multiplicity: 1

CARTESIAN COORDINATES (ANGSTROEM)
1 S -0.809 1.541 1.574
2 S -2.326 1.475 0.115
3 O 1.558 2.332 -0.898
4 N 0.154 -0.498 -0.651
5 C 1.344 -1.187 -1.134
6 C -0.701 -0.247 1.736
7 C -0.511 -1.118 0.459
8 H 0.785 2.334 -0.317
9 H -1.602 -0.604 2.246
10 H -1.466 -1.576 0.220
11 H 2.172 -1.030 -0.442
12 H 1.153 -2.261 -1.302
13 H -0.445 -0.291 -1.435
14 H 1.610 -0.749 -2.094
15 H 0.129 -0.440 2.429
16 H 0.113 -1.950 0.774
17 H 1.449 1.486 -1.357
18 H -2.606 2.784 0.076

Atomic partial charges in e from the Mulliken method, atoms 1 to 5: S -0.126; S -0.220; O -0.644; N 0.017; C -1.199

=====

Computed, not measured: a 2-piece molecular cluster, C3H11NOS2 overall in a non-equilibrium geometry, with ωB97M-V/def2-TZVPD.

Summary:
E_LUMO in eV: 0.6
M in g/mol: 141.26
Structure (SMILES): CSSCCN.O
DFT total energy in hartree: -1047.222558
Energy relative to the best compared isomer or geometry (same formula, charge and spin) in kJ/mol: 117.62
Spin multiplicity: 1

CARTESIAN COORDINATES (ANGSTROEM)
1 S 0.402 0.485 -1.291
2 S 1.320 -0.344 0.426
3 O -0.657 -3.328 -1.575
4 N -2.011 0.080 1.140
5 C 3.016 0.170 0.135
6 C -1.208 1.285 1.024
7 C -0.770 1.694 -0.460
8 H -1.916 2.261 1.280
9 H -0.465 2.716 -0.423
10 H 2.918 0.647 -0.819
11 H -1.795 -0.433 2.069
12 H 3.227 0.886 0.928
13 H -1.553 -3.534 -1.847
14 H -0.395 1.330 1.707
15 H -1.703 1.531 -1.054
16 H -0.100 -4.121 -1.591
17 H -1.969 -0.608 0.332
18 H 3.660 -0.718 0.018

Atomic partial charges in e from the Mulliken method, atoms 1 to 5: S -0.147; S -0.070; O -0.603; N -0.547; C -0.723

=====

Computed, not measured: a 2-piece molecular cluster, C3H11NOS2 overall in a non-equilibrium geometry, with ωB97M-V/def2-TZVPD.

Summary:
E_LUMO in eV: 0.7
M in g/mol: 141.26
Structure (SMILES): CSSCCN.O
DFT total energy in hartree: -1047.246102
Energy relative to the best compared isomer or geometry (same formula, charge and spin) in kJ/mol: 55.81
Spin multiplicity: 1

CARTESIAN COORDINATES (ANGSTROEM)
1 S 1.110 -0.030 -2.497
2 S -0.699 -0.464 -1.705
3 O 1.667 -2.103 3.503
4 N -1.529 -0.609 1.756
5 C 0.740 1.506 -3.488
6 C -0.969 0.695 -0.254
7 C -0.463 0.064 1.046
8 H -1.594 -0.381 2.728
9 H 0.034 0.809 1.674
10 H 0.922 -2.692 3.504
11 H 0.420 2.435 -3.025
12 H -0.506 1.664 -0.465
13 H -1.652 -1.586 1.534
14 H 2.476 -2.556 3.254
15 H 1.650 1.768 -4.029
16 H -0.002 1.100 -4.170
17 H 0.427 -0.556 0.886
18 H -2.030 0.935 -0.253

Atomic partial charges in e from the Mulliken method, atoms 1 to 5: S -0.074; S -0.128; O -0.634; N -0.522; C -0.801